Record 1
The following is a DFT calculation (ωB97M-V/def2-TZVPD) of a molecular structure, C30H45N3O2PdSe.

XYZ file:
```
82
Properties=species:S:1:pos:R:3:forces:R:3
Pd 0.4905 0.4138 -0.5340 -0.02 -0.02 0.07
N -0.8935 -0.2122 3.7086 0.00 0.00 0.01
C -0.1366 -0.0613 2.5884 -0.01 0.03 -0.02
O 0.3515 1.0131 2.2917 0.02 -0.01 -0.01
C 0.0859 -1.3185 1.7677 0.05 0.00 0.00
C -0.3461 -1.1789 0.3147 0.03 -0.05 0.12
H -1.1017 0.6093 4.2500 -0.01 0.00 -0.01
H -1.3804 -1.0658 3.9058 -0.01 0.00 0.00
H -0.4415 -2.1659 2.2214 0.00 0.01 0.01
H 1.1547 -1.5406 1.8256 0.00 0.01 -0.02
H -1.4179 -0.9969 0.2260 0.03 0.02 0.05
H -0.0827 -2.0826 -0.2391 0.01 0.03 0.01
C 1.3142 3.2876 -0.7991 0.06 0.16 -0.01
C -0.0416 3.7824 -1.3110 -0.01 0.01 0.00
C -0.9766 4.0909 -0.1404 0.01 0.01 0.01
C -0.6717 2.8894 -2.3693 -0.12 0.00 0.02
C -0.6175 3.3229 -3.6922 -0.14 0.08 0.00
C -1.2357 2.6308 -4.7200 0.02 0.02 0.02
C -1.9710 1.4950 -4.4046 0.02 -0.03 0.05
C -2.0577 1.0158 -3.1049 -0.01 0.02 -0.05
C -2.9366 -0.1931 -2.8374 0.03 -0.01 -0.04
C -2.1119 -1.4587 -2.5861 0.05 0.05 0.03
C -3.9626 0.0471 -1.7287 -0.01 -0.01 0.02
C -1.3529 1.6817 -2.0635 -0.05 0.07 0.01
O -1.3778 1.1989 -0.8228 0.09 0.00 -0.08
H 1.8413 4.0880 -0.2736 -0.03 0.00 0.03
H 1.9624 2.9541 -1.6135 -0.16 0.42 0.38
H 1.2024 2.4897 -0.0529 0.00 -0.11 0.00
H 0.1542 4.7284 -1.8266 0.00 0.00 0.01
H -1.1683 3.1943 0.4455 -0.01 0.00 0.00
H -1.9314 4.4781 -0.5007 0.00 -0.01 0.00
H -0.5253 4.8441 0.5098 0.00 0.01 -0.01
H -0.0903 4.2461 -3.9120 0.01 0.02 0.00
H -1.1885 2.9951 -5.7386 0.00 0.00 -0.01
H -2.5130 0.9711 -5.1861 0.02 0.00 0.00
H -3.5004 -0.3615 -3.7613 -0.01 0.02 0.01
H -1.3727 -1.2836 -1.8051 -0.08 -0.02 -0.17
H -1.5900 -1.7604 -3.4964 0.08 0.00 -0.05
H -2.7549 -2.2876 -2.2778 0.00 0.00 0.00
H -3.4718 0.1927 -0.7688 0.00 0.00 0.00
H -4.6418 -0.8062 -1.6572 0.00 0.01 -0.01
H -4.5577 0.9375 -1.9406 0.00 0.00 0.00
C 4.8909 -3.8234 -0.8619 0.00 0.00 0.01
C 4.6064 -3.6761 -2.3518 0.01 0.00 -0.01
C 3.2842 -4.3119 -2.7767 0.00 -0.02 -0.01
C 2.0550 -3.5253 -2.3328 -0.01 0.02 0.01
N 1.9414 -2.2563 -3.0413 0.01 0.00 -0.01
C 2.1915 -1.0250 -2.5466 -0.01 -0.04 0.03
Se 2.6975 -0.6436 -0.7756 -0.02 0.05 -0.03
N 1.9854 -0.1287 -3.5312 0.04 0.01 -0.02
C 2.0945 1.3263 -3.4412 0.09 -0.27 -0.08
C 3.2794 1.8577 -4.2369 0.01 0.00 0.00
C 4.6352 1.4723 -3.6495 0.02 -0.01 -0.02
C 4.9547 2.2023 -2.3501 0.00 0.01 0.01
C 1.5514 -0.7892 -4.6703 -0.10 -0.03 0.02
C 1.1197 -0.3117 -5.8998 -0.03 -0.01 -0.01
C 0.6790 -1.2535 -6.8128 0.01 0.01 0.00
C 0.6644 -2.6194 -6.5079 0.02 -0.01 0.01
C 1.0857 -3.0906 -5.2763 0.00 -0.01 -0.03
C 1.5283 -2.1439 -4.3635 -0.03 0.02 0.03
H 5.8409 -3.3585 -0.5973 0.00 0.00 0.00
H 4.9438 -4.8776 -0.5806 0.00 0.00 0.00
H 4.1203 -3.3456 -0.2556 0.00 0.00 0.00
H 5.4151 -4.1362 -2.9238 0.00 -0.01 0.00
H 4.6082 -2.6164 -2.6280 0.00 0.00 0.01
H 3.2081 -5.3190 -2.3563 0.00 0.00 0.01
H 3.2554 -4.4263 -3.8635 0.00 0.01 0.00
H 2.0889 -3.2919 -1.2698 0.00 0.00 0.00
H 1.1383 -4.0854 -2.5270 0.00 0.00 0.00
H 2.1978 1.5706 -2.3867 0.05 -0.36 -0.29
H 1.1486 1.7487 -3.7849 0.11 -0.09 0.00
H 3.1848 2.9471 -4.2667 0.02 0.02 -0.01
H 3.2060 1.5129 -5.2717 -0.01 0.00 0.01
H 5.4111 1.6872 -4.3881 0.00 0.01 0.00
H 4.6680 0.3895 -3.4847 -0.01 0.01 0.01
H 4.9427 3.2841 -2.5017 0.00 0.00 0.00
H 5.9427 1.9278 -1.9789 0.00 0.00 0.00
H 4.2380 1.9596 -1.5642 0.00 0.00 0.00
H 1.0993 0.7465 -6.1211 -0.01 -0.01 0.00
H 0.3262 -0.9257 -7.7813 0.00 0.00 0.00
H 0.3061 -3.3214 -7.2486 0.00 0.00 0.00
H 1.0568 -4.1447 -5.0371 0.00 0.00 0.00
```
Forces are in eV/Å.

gap between HOMO and LUMO	7.23	eV
lowest unoccupied orbital energy	0.21	eV
energy relative to the best compared isomer or geometry (same formula, charge and spin)	45.1	kJ/mol



Record 2
The following is a DFT calculation (ωB97M-V/def2-TZVPD) of a molecular structure, C20H60O10 in a non-equilibrium geometry.

XYZ file:
```
90
Properties=species:S:1:pos:R:3:forces:R:3
C 0.8726 0.9101 1.1805 -1.19 -1.35 -1.26
C 0.0032 0.0577 0.2516 4.17 4.72 6.95
O 0.1354 0.4589 -1.0484 4.02 4.04 -0.23
H 0.5634 1.9515 1.2699 0.58 -0.03 -0.34
H 1.8723 0.6921 0.8048 0.48 0.75 1.13
H 0.8086 0.5127 2.1935 -1.26 0.21 -2.68
H -1.0090 0.1850 0.6356 3.55 2.23 2.28
H 0.4158 -0.9420 0.3878 -1.81 0.41 0.02
H -0.5647 -0.0269 -1.4906 0.91 0.74 -0.95
C -0.6191 0.5348 3.9126 -3.17 3.56 1.68
C -1.5201 1.5468 4.6475 0.78 -0.22 0.29
O -1.3937 1.2612 6.0570 -0.37 0.40 -0.44
H -0.7811 0.6384 2.8397 0.42 -0.01 0.32
H -1.0066 -0.4358 4.2220 0.20 0.83 0.24
H 0.4126 0.6542 4.2434 -2.09 1.91 0.21
H -2.5647 1.4135 4.3662 -0.10 0.65 0.02
H -1.2395 2.5853 4.4720 0.05 -0.02 0.15
H -1.9053 0.4538 6.1456 0.09 -0.18 0.50
C 2.4439 1.1772 -2.8672 0.96 -0.68 -1.20
C 2.8062 1.3835 -1.4340 -0.97 0.56 0.58
O 1.6778 1.8755 -0.7849 6.69 1.13 1.16
H 1.5433 0.5846 -3.0278 0.63 0.14 0.21
H 3.3096 0.6766 -3.3008 -0.05 -0.17 -0.66
H 2.2097 2.0782 -3.4343 0.60 0.12 0.40
H 3.6222 2.0946 -1.3059 0.05 0.25 -0.19
H 3.1529 0.5093 -0.8829 0.17 -0.77 -0.34
H 1.0064 1.2151 -0.5985 1.29 0.89 -1.30
C 1.9045 -1.9382 3.1473 -2.28 1.81 6.43
C 1.3476 -0.7048 3.9011 2.53 -4.16 -1.57
O 1.8089 0.4334 3.1365 2.91 -0.51 5.37
H 1.4768 -2.7835 3.6864 0.37 -0.51 0.17
H 2.9921 -1.8974 3.2076 -0.14 -0.71 0.18
H 1.4859 -1.9724 2.1415 -1.75 1.64 5.46
H 1.5710 -0.6874 4.9678 0.45 0.40 0.09
H 0.2662 -0.8359 3.8645 2.20 -1.19 -0.72
H 2.6519 0.2623 2.7103 0.09 -0.21 0.20
C 0.9607 -1.5636 -1.8493 -0.41 -2.48 -1.86
C 0.1805 -2.2618 -3.0518 0.41 -0.93 2.16
O -0.1967 -1.3476 -4.0307 1.35 -1.87 -1.02
H 0.4132 -1.0379 -1.0670 1.26 -2.88 -2.18
H 1.6461 -0.8834 -2.3549 -0.21 -0.24 0.42
H 1.5892 -2.2848 -1.3268 -2.06 1.36 -2.14
H -0.7237 -2.8023 -2.7718 0.06 -0.05 0.32
H 0.7641 -3.1341 -3.3463 0.69 0.37 -0.97
H -1.1353 -1.4666 -4.1933 0.30 -0.19 -0.27
C -1.0135 2.7625 -0.8710 -0.74 1.88 -0.87
C 0.1973 3.4106 -1.5761 -0.65 2.75 1.84
O 0.2965 3.1346 -2.9374 2.44 0.16 -0.29
H -1.2703 1.8322 -1.3776 -0.27 0.84 0.78
H -1.8130 3.4970 -0.9688 -0.63 -0.38 0.20
H -0.7965 2.6820 0.1942 -0.03 -0.37 -0.24
H 1.0243 2.9711 -1.0184 -0.52 2.30 -0.87
H 0.1758 4.4983 -1.5098 -0.53 0.36 0.54
H 0.9379 3.7207 -3.3458 -0.01 0.19 0.19
C -2.6019 -0.8321 1.7218 -1.79 -0.20 -0.19
C -2.9148 -0.9135 3.2072 1.84 -2.18 0.75
O -1.9074 -1.8877 3.7528 -0.30 0.00 -0.23
H -2.6371 -1.8032 1.2280 0.02 -0.23 0.51
H -1.6837 -0.3560 1.3777 -0.69 -0.80 2.26
H -3.3665 -0.2607 1.1955 -0.51 0.26 0.06
H -3.8130 -1.4105 3.5737 -0.71 0.76 -0.93
H -2.7008 -0.0042 3.7689 -0.83 -0.53 -0.72
H -2.3387 -2.6934 4.0468 -0.19 0.02 -0.11
C -2.4805 -0.7522 -2.6614 -0.91 -1.81 2.20
C -2.1007 -1.4335 -1.2885 -1.46 0.43 -2.46
O -1.3467 -0.4672 -0.6129 -15.96 -9.63 -3.88
H -1.7660 0.0156 -2.9582 -0.72 -2.14 0.41
H -3.3967 -0.1916 -2.4757 -0.48 -0.68 -0.51
H -2.5573 -1.6287 -3.3048 -0.78 0.48 -0.68
H -1.4157 -2.2512 -1.5130 -0.94 -0.09 1.07
H -3.0171 -1.5730 -0.7150 0.15 -1.09 -0.22
H -2.0079 0.2124 -0.4634 -0.22 0.71 0.00
C -0.6478 1.0695 -3.5905 -1.91 0.22 -2.02
C -2.0492 1.7745 -3.5171 1.60 3.71 -1.94
O -1.8581 3.2320 -3.5517 -3.02 -1.27 -0.16
H -0.8645 0.1980 -4.2082 0.44 1.28 0.51
H -0.3395 0.8239 -2.5743 0.49 0.66 -2.40
H 0.1254 1.5693 -4.1740 -0.69 0.19 0.32
H -2.7201 1.4608 -2.7173 0.30 0.67 -0.04
H -2.5478 1.6122 -4.4727 -0.30 -0.34 0.10
H -1.2324 3.4228 -2.8491 -0.57 0.24 -0.91
C 2.2313 -2.1317 1.0258 2.31 -1.41 -5.88
C 2.8510 -2.6520 -0.2710 2.27 -0.37 1.10
O 3.9676 -3.4991 0.0862 -0.52 -0.27 0.29
H 1.7949 -2.9630 1.5795 1.43 -1.64 -1.97
H 1.3472 -1.5084 0.8917 1.33 -0.40 -0.67
H 2.8972 -1.5806 1.6899 0.71 -0.47 -2.28
H 3.2456 -1.8707 -0.9207 -0.14 0.09 0.01
H 2.0679 -3.1795 -0.8155 1.53 -1.79 0.86
H 4.7907 -3.1969 -0.3046 -0.24 0.16 -0.15
```
Forces are in eV/Å.

gap between HOMO and LUMO	7.57	eV
lowest unoccupied orbital energy	0.15	eV
energy relative to the best compared isomer or geometry (same formula, charge and spin)	3352.4	kJ/mol



Record 3
The following is a DFT calculation (ωB97M-V/def2-TZVPD) of 2 unconnected molecules or ions with the total composition C3H11N3 in a non-equilibrium geometry.

XYZ file:
```
17
Properties=species:S:1:pos:R:3:forces:R:3
C 0.6757 0.1906 2.8468 -0.16 -0.03 -0.20
C 0.1623 0.2053 1.4125 0.18 -0.11 0.06
C 1.0555 -0.6314 0.5042 -0.28 0.17 -0.11
N -0.0040 0.3802 -3.1775 -1.06 0.03 0.21
N -2.1246 0.2915 -2.7495 -0.41 0.51 0.13
N -1.0122 -0.3537 -3.0002 1.53 -0.05 -0.34
H 1.7194 0.4951 2.8715 0.14 0.05 0.09
H 0.1043 0.8643 3.4766 -0.06 0.09 0.18
H 0.6028 -0.8149 3.2615 0.05 -0.03 0.08
H 0.1311 1.2327 1.0442 -0.08 0.01 -0.03
H -0.8568 -0.1867 1.3850 -0.05 0.07 -0.03
H 2.0532 -0.1977 0.4555 0.11 -0.03 -0.02
H 1.1378 -1.6477 0.8857 0.05 -0.12 -0.02
H 0.6479 -0.6680 -0.5070 0.09 -0.07 -0.01
H 0.8074 -0.2084 -3.3672 -0.32 -0.30 0.07
H -2.9541 -0.2580 -2.6208 0.14 0.00 -0.03
H -2.1455 1.3071 -2.7213 0.13 -0.20 -0.04
```
Forces are in eV/Å.

structure (SMILES)	[H]/N=N/N.CCC
gap between HOMO and LUMO	10.70	eV
lowest unoccupied orbital energy	1.16	eV
energy relative to the best compared isomer or geometry (same formula, charge and spin)	191.0	kJ/mol



The highest lowest unoccupied orbital energy belongs to which entry?
C3H11N3



Among the records above, which one has the lowest lowest unoccupied orbital energy?
C20H60O10